60
Properties=species:S:1:pos:R:3 method="wB97M-V/def2-TZVPD" largest_force_ev_per_a=2.59 multiplicity=2 total_charge=+1 energy_ha=-971.29389 e_above_lowest_ev=0.269 e_lumo_ha="-0.088 / -0.341"
C 5.007 -1.916 -0.434
C 4.372 -0.702 0.197
C 5.270 -0.035 1.276
O 4.104 0.212 -0.827
H 5.891 -1.638 -1.007
H 4.283 -2.376 -1.106
H 5.276 -2.705 0.269
H 3.473 -1.102 0.666
H 6.042 0.537 0.762
H 5.775 -0.733 1.944
H 4.607 0.532 1.929
H 4.315 -0.241 -1.647
C -0.844 4.505 -1.194
C 0.338 4.001 -1.953
C 1.253 5.178 -2.420
O 1.037 3.179 -1.028
H -0.573 5.132 -0.345
H -1.459 3.677 -0.844
H -1.390 5.126 -1.904
H -0.071 3.429 -2.786
H 1.454 5.878 -1.608
H 0.796 5.609 -3.311
H 2.250 4.805 -2.655
H 1.975 3.170 -1.234
C -0.039 -4.289 4.083
C -0.794 -3.513 2.934
C -1.858 -4.311 2.171
O -1.278 -2.345 3.543
H 0.687 -3.706 4.651
H 0.645 -5.043 3.694
H -0.717 -4.800 4.766
H -0.042 -3.163 2.227
H -2.661 -4.596 2.850
H -1.439 -5.148 1.613
H -2.532 -3.684 1.587
H -1.875 -2.734 4.187
C -4.498 -0.328 -1.048
C -4.555 0.996 -0.320
C -4.235 0.969 1.164
O -3.775 1.880 -1.030
H -4.615 -0.163 -2.119
H -5.335 -0.973 -0.780
H -3.551 -0.827 -0.844
H -5.505 1.524 -0.401
H -5.038 0.343 1.555
H -4.287 1.999 1.516
H -3.267 0.495 1.325
H -2.871 1.694 -0.768
C 0.560 0.018 -2.541
C -0.555 -0.257 -1.524
C -0.090 -1.235 -0.428
O -0.835 1.001 -1.004
H 1.526 0.288 -2.115
H 0.256 0.886 -3.126
H 0.817 -0.859 -3.136
H -1.459 -0.666 -1.976
H 0.839 -0.839 -0.020
H 0.123 -2.250 -0.766
H -0.924 -1.367 0.262
H -0.007 1.480 -0.923

***

75
Properties=species:S:1:pos:R:3 method="wB97M-V/def2-TZVPD" largest_force_ev_per_a=15.37 multiplicity=4 total_charge=+1 energy_ha=-2919.63666 e_lumo_ha="-0.169 / -0.167"
Cr 1.291 0.750 -0.155
C -0.972 0.245 0.226
O -0.163 -0.547 0.678
O -0.535 1.319 0.629
O -0.510 0.193 -0.930
C -4.441 0.646 -1.172
C -5.199 1.768 -1.935
O -6.594 1.642 -1.706
O -4.686 -0.666 -1.763
H -4.744 0.607 -0.126
H -3.372 0.855 -1.163
H -4.972 1.607 -2.989
H -4.742 2.712 -1.638
H -7.000 1.105 -2.390
H -5.638 -0.781 -1.744
C 2.196 2.859 1.752
C 2.578 1.529 2.562
O 2.124 0.432 1.764
O 1.780 2.691 0.372
H 3.060 3.525 1.769
H 1.302 3.294 2.199
H 1.982 1.336 3.455
H 3.646 1.393 2.729
H 2.276 -0.385 2.245
H 1.638 3.584 0.048
C 3.629 -2.814 -0.573
C 2.173 -2.423 -0.831
O 2.004 -1.113 -1.397
O 4.291 -3.038 -1.849
H 3.572 -3.766 -0.046
H 4.189 -2.096 0.027
H 1.476 -2.766 -0.066
H 1.670 -3.053 -1.565
H 2.097 -1.369 -2.318
H 3.848 -3.714 -2.367
C -2.477 4.246 0.799
C -3.133 3.550 2.042
O -2.281 2.601 2.662
O -2.327 3.402 -0.297
H -1.519 4.634 1.144
H -3.101 5.124 0.628
H -3.922 3.011 1.518
H -3.509 4.358 2.670
H -1.798 2.201 1.935
H -1.852 2.596 -0.083
C -1.905 -3.006 -2.583
C -2.345 -2.983 -1.090
O -1.216 -3.042 -0.294
O -1.252 -1.774 -2.888
H -2.858 -2.973 -3.111
H -1.305 -3.883 -2.823
H -2.910 -3.892 -0.884
H -2.972 -2.131 -0.829
H -0.784 -2.185 -0.282
H -1.098 -1.270 -2.085
C 1.818 -3.006 3.409
C 0.383 -3.341 3.025
O -0.537 -2.277 3.117
O 2.313 -2.006 2.496
H 2.555 -3.800 3.281
H 1.804 -2.577 4.411
H 0.004 -4.104 3.704
H 0.274 -3.854 2.069
H -0.393 -1.762 2.320
H 3.211 -1.811 2.773
C 3.025 1.905 -2.413
C 4.136 1.146 -1.657
O 3.713 0.763 -0.286
O 1.657 1.536 -2.120
H 3.010 1.927 -3.503
H 3.103 2.923 -2.032
H 5.071 1.704 -1.706
H 4.536 0.225 -2.082
H 4.516 0.565 0.201
H 1.110 1.698 -2.892

***

78
Properties=species:S:1:pos:R:3 method="wB97M-V/def2-TZVPD" largest_force_ev_per_a=8.91 total_charge=-1 energy_ha=-3265.61947 e_above_lowest_ev=0.000 e_lumo_ha=0.004
C -0.814 -3.523 -5.367
C -1.206 -3.332 -6.825
C -0.992 -4.664 -7.557
F -2.640 -3.114 -6.865
H -1.436 -2.850 -4.756
H -1.095 -4.564 -5.128
H -0.706 -2.484 -7.305
H -1.618 -5.401 -7.035
H 0.037 -5.028 -7.503
H -1.372 -4.647 -8.590
C 2.997 2.902 -2.664
O 2.482 1.590 -2.379
P 1.511 0.859 -3.612
O 0.566 0.313 -2.561
O 2.684 -0.249 -3.910
C 3.923 0.187 -4.443
O 0.636 0.202 -4.922
C -0.769 0.401 -4.923
H 2.707 3.582 -1.862
H 4.089 2.862 -2.711
H 2.617 3.295 -3.611
H 4.635 0.358 -3.630
H 3.815 1.105 -5.028
H 4.315 -0.596 -5.092
H -1.033 1.399 -4.565
H -1.249 -0.356 -4.304
H -1.128 0.291 -5.948
C 1.170 2.649 4.479
O 1.183 3.758 3.547
P 0.455 3.486 2.036
O 1.529 4.229 1.289
O -0.754 4.519 2.417
C -1.613 4.218 3.517
O -0.409 3.064 0.639
C 0.369 2.517 -0.439
H 2.191 2.448 4.800
H 0.568 2.910 5.352
H 0.765 1.744 4.024
H -1.241 4.712 4.417
H -1.684 3.143 3.699
H -2.608 4.599 3.294
H 1.137 1.845 -0.065
H 0.823 3.319 -1.013
H -0.296 1.956 -1.090
C 6.050 -2.091 3.982
O 4.830 -1.498 4.481
P 3.396 -1.782 3.628
O 2.826 -0.408 3.720
O 2.820 -2.732 4.819
C 3.568 -3.875 5.225
O 2.321 -2.481 2.564
C 1.968 -1.727 1.393
H 6.795 -1.307 3.855
H 6.422 -2.817 4.708
H 5.905 -2.593 3.024
H 4.201 -3.616 6.076
H 4.191 -4.264 4.415
H 2.871 -4.653 5.532
H 2.824 -1.192 0.988
H 1.174 -1.024 1.637
H 1.603 -2.424 0.641
C -5.849 0.719 -0.330
O -6.003 1.414 0.932
P -5.518 0.626 2.343
O -6.655 1.037 3.218
O -4.241 1.602 2.549
C -3.270 1.708 1.499
O -4.807 -0.534 3.311
C -5.674 -1.484 3.931
H -6.811 0.706 -0.842
H -5.127 1.252 -0.948
H -5.510 -0.309 -0.198
H -3.514 2.563 0.868
H -3.234 0.802 0.890
H -2.291 1.873 1.933
H -6.480 -1.784 3.265
H -6.087 -1.062 4.845
H -5.082 -2.364 4.185

***

73
Properties=species:S:1:pos:R:3 method="wB97M-V/def2-TZVPD" largest_force_ev_per_a=0.64 total_charge=+3 energy_ha=-2929.14284 e_above_lowest_ev=0.000 e_lumo_ha=-0.292
In 0.212 0.432 0.412
N 1.291 -0.642 2.210
C 1.118 0.090 3.478
C -0.346 0.483 3.590
N -0.716 1.289 2.408
C -0.526 2.757 2.564
C 0.447 3.311 1.531
N 0.129 2.731 0.212
H 0.772 -1.517 2.254
H 2.264 -0.888 2.052
H 1.743 0.986 3.450
H 1.426 -0.502 4.339
H -0.528 1.030 4.515
H -0.979 -0.406 3.606
H -1.687 1.114 2.166
H -0.141 2.969 3.561
H -1.496 3.251 2.488
H 1.470 3.019 1.781
H 0.411 4.400 1.523
H 0.758 3.090 -0.502
H -0.818 2.975 -0.072
C -3.679 -4.025 0.485
N -2.280 -3.570 0.446
C -1.303 -4.641 0.699
P -1.733 -2.266 -0.330
O -0.647 -1.537 0.448
O -3.051 -1.357 -0.408
P -3.170 0.243 -0.601
O -1.764 0.802 -0.502
N -3.797 0.608 -2.036
C -3.069 1.289 -3.110
C -5.217 0.367 -2.334
N -4.229 0.620 0.563
C -4.959 1.895 0.510
C -4.487 -0.160 1.776
N -1.187 -2.553 -1.829
C 0.032 -1.968 -2.371
C -2.067 -3.240 -2.784
H -3.861 -4.780 -0.281
H -4.360 -3.192 0.340
H -3.868 -4.466 1.463
H -1.357 -5.411 -0.073
H -1.522 -5.090 1.666
H -0.291 -4.240 0.726
H -2.018 1.389 -2.856
H -3.495 2.280 -3.275
H -3.159 0.715 -4.032
H -5.699 -0.169 -1.519
H -5.300 -0.234 -3.239
H -5.732 1.315 -2.491
H -4.663 2.477 -0.360
H -4.753 2.478 1.408
H -6.033 1.710 0.457
H -3.869 -1.053 1.809
H -5.535 -0.461 1.807
H -4.288 0.450 2.660
H 0.867 -2.095 -1.684
H -0.094 -0.909 -2.631
H 0.286 -2.495 -3.289
H -2.937 -3.648 -2.270
H -1.534 -4.065 -3.256
H -2.419 -2.549 -3.552
S 2.189 0.305 -1.174
C 3.648 0.799 -0.424
N 4.765 0.793 -1.103
C 5.983 1.301 -0.455
C 5.662 1.466 1.037
S 3.843 1.335 1.197
H 4.769 0.528 -2.082
H 6.262 2.244 -0.923
H 6.788 0.584 -0.604
H 5.963 2.440 1.413
H 6.112 0.689 1.649

***

71
Properties=species:S:1:pos:R:3 method="wB97M-V/def2-TZVPD" largest_force_ev_per_a=1.98 total_charge=+1 energy_ha=-2271.16450 e_lumo_ha=-0.131
N 6.089 2.539 0.176
C 5.268 2.060 -0.656
C 5.321 0.639 -1.187
N 4.175 -0.249 -0.703
C 4.469 -1.665 -1.163
N 5.448 -2.281 -0.302
P 2.677 0.388 -1.612
P 0.782 -0.268 -0.707
O -0.120 -0.503 -1.835
O 0.889 -1.491 0.285
O 0.268 0.928 0.185
P 3.845 -0.229 1.119
O 3.286 1.265 1.209
O 5.321 -0.248 1.752
H 6.785 1.841 0.446
H 4.477 2.693 -1.047
H 5.238 0.698 -2.276
H 6.278 0.172 -0.963
H 4.903 -1.564 -2.155
H 3.528 -2.208 -1.256
H 5.036 -2.529 0.593
H 5.754 -3.156 -0.712
H 2.771 -0.396 -2.776
H 1.633 -2.072 0.110
H -0.158 1.551 -0.421
H 3.309 1.583 2.126
H 6.022 -0.571 1.164
C -2.412 5.354 4.840
C -1.593 4.088 4.645
N -1.721 3.526 3.312
C -1.188 2.184 3.197
C 0.320 1.985 3.404
C -1.409 4.426 2.217
C -0.013 5.065 2.177
H -3.458 5.183 4.584
H -2.364 5.664 5.884
H -2.038 6.184 4.239
H -1.949 3.339 5.356
H -0.545 4.299 4.914
H -1.469 1.783 2.219
H -1.715 1.558 3.924
H 0.895 2.347 2.551
H 0.534 0.917 3.508
H 0.682 2.479 4.306
H -2.147 5.230 2.222
H -1.590 3.894 1.277
H 0.291 5.447 3.151
H -0.016 5.907 1.483
H 0.751 4.368 1.830
C -5.983 -4.466 -2.326
C -4.530 -4.202 -1.961
N -3.605 -4.528 -3.030
C -2.220 -4.557 -2.605
C -1.585 -3.245 -2.124
C -3.864 -3.880 -4.304
C -3.899 -2.346 -4.340
H -6.118 -5.494 -2.664
H -6.616 -4.310 -1.452
H -6.339 -3.794 -3.108
H -4.277 -4.828 -1.101
H -4.435 -3.157 -1.624
H -1.618 -4.965 -3.422
H -2.144 -5.292 -1.797
H -1.370 -2.565 -2.944
H -0.631 -3.461 -1.633
H -2.212 -2.726 -1.399
H -4.820 -4.249 -4.681
H -3.127 -4.241 -5.026
H -4.479 -1.929 -3.515
H -4.368 -2.013 -5.268
H -2.902 -1.909 -4.312

***

71
Properties=species:S:1:pos:R:3 method="wB97M-V/def2-TZVPD" largest_force_ev_per_a=4.05 energy_ha=-2250.86541 smiles="CN(C)P(=O)(N(C)C)N(C)C.CN(C)P(=O)(N(C)C)N(C)C.CC(=O)OCP" e_lumo_ha=0.024
C 2.800 1.841 -2.264
N 3.881 1.068 -1.678
C 4.419 1.679 -0.465
P 4.048 -0.631 -1.662
O 3.341 -1.170 -0.484
N 3.242 -1.379 -3.008
C 2.322 -0.694 -3.899
C 2.712 -2.691 -2.652
N 5.623 -0.810 -2.252
C 6.627 -1.305 -1.306
C 6.144 0.211 -3.135
H 3.105 2.889 -2.305
H 1.864 1.779 -1.693
H 2.599 1.552 -3.285
H 5.335 2.244 -0.675
H 4.657 0.930 0.294
H 3.691 2.359 -0.021
H 1.464 -0.240 -3.386
H 1.933 -1.418 -4.617
H 2.828 0.069 -4.490
H 1.746 -2.635 -2.136
H 3.400 -3.227 -2.000
H 2.595 -3.280 -3.564
H 6.949 -0.543 -0.583
H 7.508 -1.653 -1.848
H 6.230 -2.151 -0.747
H 6.460 1.121 -2.613
H 5.419 0.484 -3.899
H 7.011 -0.215 -3.646
C -2.980 0.537 -1.761
N -2.779 0.920 -0.377
C -1.378 0.862 0.037
P -3.642 2.087 0.516
O -3.019 3.410 0.317
N -5.265 2.300 -0.076
C -5.756 1.758 -1.330
C -5.720 3.675 0.091
N -4.049 1.193 1.894
C -3.395 1.582 3.147
C -4.189 -0.242 1.767
H -2.425 -0.386 -1.949
H -2.634 1.298 -2.476
H -4.013 0.311 -1.976
H -1.173 -0.065 0.580
H -1.118 1.694 0.696
H -0.711 0.921 -0.825
H -5.182 2.083 -2.208
H -6.788 2.086 -1.468
H -5.791 0.668 -1.310
H -5.368 4.340 -0.706
H -5.375 4.089 1.037
H -6.812 3.683 0.105
H -2.347 1.256 3.202
H -3.930 1.152 3.995
H -3.417 2.666 3.260
H -3.229 -0.771 1.725
H -4.771 -0.509 0.888
H -4.741 -0.592 2.643
C -2.579 -3.891 5.084
C -1.224 -3.781 4.452
O -0.638 -4.686 3.913
O -0.751 -2.519 4.535
C 0.592 -2.300 4.091
P 0.576 -0.975 2.818
H -3.020 -4.844 4.833
H -3.195 -3.073 4.722
H -2.475 -3.756 6.157
H 1.170 -1.998 4.957
H 1.065 -3.185 3.682
H 1.520 -1.368 1.861
H 1.007 0.185 3.473